19
Properties=species:S:1:pos:R:3:forces:R:3 method="wB97M-V/def2-TZVPD" energy_ev=-26232.230 homo_energy_ev=-9.11 total_charge=0 lumo_ev=0.0 e_above_lowest_ev=3.088 orbital_gap_ev=9.0984
C 0.40726 -2.89280 0.33703 -0.526 -0.328 -3.266
C -0.09220 2.49598 0.84763 0.046 -0.238 -2.394
C -0.45836 1.53229 -1.40001 0.226 0.161 -0.901
C -0.59788 -1.76954 -0.17220 0.157 -1.036 1.450
N -0.51375 1.28474 0.00100 1.486 -0.208 3.352
Si -0.05363 -0.21502 0.65578 1.001 0.856 -0.384
Cl 2.72228 -0.40344 -0.33376 -1.931 0.272 0.807
H 0.20507 -3.73534 -0.40191 0.128 0.406 1.612
H 1.40546 -2.58659 0.03464 0.170 0.139 0.380
H 0.38643 -3.15904 1.36926 -0.308 -0.259 0.601
H 0.43264 2.23239 1.72803 0.082 -0.561 1.068
H 0.65798 3.02934 0.25314 0.002 -0.074 0.005
H -0.86148 3.23726 1.03816 -0.543 -0.376 0.084
H -0.27398 0.60460 -2.02892 -0.635 1.126 0.815
H -1.40488 2.05340 -1.54325 0.057 -0.051 -1.324
H 0.38897 2.21471 -1.57632 -0.314 -0.222 -0.379
H -1.62211 -1.97584 0.26254 0.821 0.145 -0.792
H -0.56732 -1.84882 -1.27347 -0.296 0.615 0.643
H -0.16049 -0.09827 2.20262 0.378 -0.368 -1.378

18
Properties=species:S:1:pos:R:3:forces:R:3 method="wB97M-V/def2-TZVPD" energy_ev=-7769.139 homo_energy_ev=-13.31 total_charge=+1 lumo_ev=-3.0 e_above_lowest_ev=1.491 orbital_gap_ev=10.3151
C -0.52955 1.86444 0.28300 -0.035 -0.069 -0.113
N -1.77462 2.60554 0.38486 0.090 0.037 -0.161
C -0.74122 0.49588 0.92212 0.106 0.143 0.063
N 0.54767 -0.27980 0.97277 0.091 -0.354 0.185
H 0.25603 2.39174 0.82451 0.032 0.044 0.121
H -0.16969 1.75031 -0.74603 0.010 -0.037 -0.024
H -1.60800 3.58773 0.55275 0.000 0.007 0.072
H -2.30765 2.54597 -0.47229 -0.092 -0.047 0.034
H -1.45404 -0.10298 0.36079 -0.043 -0.031 0.012
H -1.11674 0.63196 1.93193 0.028 -0.052 0.054
H 0.54364 -0.98955 1.71293 -0.149 0.229 -0.070
H 0.72512 -0.84317 0.08922 0.248 -0.012 0.071
H 1.35266 0.32273 1.16027 -0.131 0.012 -0.099
C 1.48175 -3.11484 -1.52015 0.206 -0.123 0.156
N 0.96617 -2.00659 -1.20016 -0.488 0.428 -0.336
H 2.13431 -3.61744 -0.81205 -0.004 -0.053 -0.007
H 1.31049 -3.59403 -2.48108 0.015 -0.009 -0.015
H 0.38367 -1.64791 -1.96338 0.115 -0.113 0.057

75
Properties=species:S:1:pos:R:3:forces:R:3 method="wB97M-V/def2-TZVPD" energy_ev=-39262.392 homo_energy_ev=-7.96 total_charge=0 lumo_ev=0.5 e_above_lowest_ev=0.000 orbital_gap_ev=8.4907
C -1.63459 -2.68202 -3.44953 0.109 0.015 -0.052
C -1.97952 -2.23201 -2.05328 0.181 0.065 -0.096
O -3.05377 -2.38286 -1.54794 -0.139 -0.010 0.031
O -1.02474 -1.56182 -1.35874 -0.030 -0.047 0.078
C 0.36582 -1.80721 -1.60611 0.097 0.043 -0.057
C 0.80890 -3.14972 -1.04436 0.057 0.018 -0.015
C 0.87895 -3.21509 0.48778 -0.002 -0.122 0.049
N -0.20556 -2.55079 1.19627 0.026 0.019 -0.511
C -0.04806 -1.24805 1.54227 -0.138 -0.174 0.216
O 0.97750 -0.61669 1.52679 0.316 0.200 -0.056
O -1.23357 -0.74476 1.98009 -0.144 0.034 0.089
C -1.13194 0.48886 2.62581 0.142 0.040 -0.105
O -0.56212 0.24419 3.90175 -0.337 0.114 0.157
C -0.17689 1.29373 4.67932 0.140 0.026 -0.408
C 0.26629 2.54702 3.96553 -0.046 0.055 0.018
O -0.15784 1.16196 5.86495 0.075 -0.068 0.257
H -1.27916 -1.83495 -4.04010 -0.071 0.001 0.004
H -0.83225 -3.42100 -3.44425 -0.066 -0.039 0.017
H -2.52113 -3.10875 -3.90856 0.015 0.001 0.010
H 0.58873 -1.73101 -2.67248 -0.043 -0.041 0.020
H 0.89018 -0.99704 -1.10087 -0.041 0.015 0.005
H 1.81084 -3.34924 -1.43555 -0.027 -0.083 0.019
H 0.16621 -3.94867 -1.42775 -0.050 0.081 -0.009
H 0.88758 -4.26026 0.80102 0.050 0.008 -0.025
H 1.80809 -2.76794 0.83489 -0.054 0.076 0.029
H -1.14390 -2.76102 0.88176 -0.020 -0.115 0.248
H -0.52140 1.17364 2.03864 0.014 -0.021 0.035
H -2.15028 0.85664 2.73884 -0.021 -0.029 -0.014
H -0.59670 3.11143 3.60424 0.002 -0.040 0.009
H 0.89805 2.31128 3.10886 0.031 -0.002 0.059
H 0.80757 3.16425 4.67788 -0.018 -0.010 -0.029
C -3.49750 -1.11430 -6.56041 0.044 0.017 0.056
C -2.82084 -2.12023 -7.47839 -0.005 -0.003 0.003
N -3.60800 -3.32400 -7.67679 0.017 0.025 -0.006
C -2.86374 -4.41315 -8.28545 0.015 -0.060 0.017
C -2.34957 -4.22487 -9.71710 0.000 -0.023 -0.004
C -4.96208 -3.11806 -8.16848 -0.056 -0.002 -0.003
C -5.13532 -2.35404 -9.48666 -0.022 -0.018 0.001
H -3.79166 -1.58840 -5.62257 -0.026 0.007 -0.008
H -2.80897 -0.29855 -6.33376 -0.004 0.000 0.001
H -4.38561 -0.67027 -7.01069 -0.003 -0.021 -0.022
H -1.87614 -2.43512 -7.02363 0.012 0.005 -0.019
H -2.55131 -1.61645 -8.42048 -0.012 -0.009 -0.006
H -3.49284 -5.30647 -8.24514 -0.004 0.008 -0.001
H -2.00673 -4.61670 -7.63515 0.002 0.028 0.002
H -3.15356 -4.26711 -10.45066 -0.003 0.024 0.006
H -1.64263 -5.02037 -9.96021 -0.006 -0.003 -0.003
H -1.82820 -3.27428 -9.83770 0.005 0.000 0.008
H -5.52532 -2.59492 -7.39227 0.027 0.015 0.013
H -5.42648 -4.10357 -8.25351 0.009 0.002 -0.011
H -4.53573 -1.44240 -9.50515 -0.011 0.010 0.014
H -6.17967 -2.05969 -9.60510 -0.001 -0.011 -0.006
H -4.86237 -2.95276 -10.35425 0.037 0.016 0.006
C 5.16318 3.83134 5.40584 0.015 0.012 -0.005
C 5.19324 4.35697 6.83294 0.000 -0.005 0.007
N 4.00827 5.12170 7.18069 0.015 -0.022 -0.011
C 4.14602 5.88182 8.41061 0.000 0.060 0.018
C 4.32723 5.10713 9.72097 -0.011 0.019 0.016
C 2.73991 4.43384 6.99208 -0.069 -0.029 -0.017
C 2.53069 3.09559 7.70891 -0.073 -0.026 -0.018
H 4.97032 4.64271 4.70230 -0.013 -0.001 0.004
H 6.12448 3.37973 5.15755 -0.003 0.003 -0.003
H 4.39860 3.06592 5.26667 -0.003 -0.002 0.006
H 6.04793 5.03061 6.94346 0.000 -0.005 0.017
H 5.37764 3.51285 7.51651 -0.008 0.001 0.000
H 3.27080 6.53174 8.49734 -0.001 -0.007 -0.003
H 5.00579 6.54675 8.28055 0.012 -0.024 -0.013
H 3.40784 4.61688 10.03828 0.009 -0.019 -0.018
H 4.62376 5.79499 10.51530 -0.007 0.000 0.001
H 5.10583 4.34784 9.63656 0.006 0.006 -0.005
H 2.60846 4.27117 5.91855 0.037 0.003 -0.007
H 1.94857 5.13084 7.28029 0.011 0.000 0.017
H 3.39306 2.43694 7.59151 0.003 0.004 -0.013
H 1.66767 2.57793 7.28468 -0.001 0.005 0.009
H 2.34366 3.21833 8.77482 0.060 0.010 0.005

38
Properties=species:S:1:pos:R:3:forces:R:3 method="wB97M-V/def2-TZVPD" energy_ev=-43659.703 homo_energy_ev=-4.49 total_charge=-1 lumo_ev=2.7 e_above_lowest_ev=0.000 orbital_gap_ev=7.1682
C 3.00056 -1.99399 -0.26230 0.051 0.196 -0.171
C 1.94503 -0.96598 0.14676 -0.194 0.325 0.282
O 1.04725 -1.50183 1.15168 0.553 -0.256 -0.608
B -0.03864 -2.14119 0.64713 -0.464 -0.264 0.262
P -1.51492 -1.15040 -0.15242 -0.126 -0.114 -0.619
N -2.04575 -1.95629 -1.43068 0.239 -0.094 -0.101
P -0.14517 -4.09869 0.70930 0.215 -0.266 0.651
C 0.13372 -4.57790 -1.04918 0.029 0.438 -0.240
C -1.96111 -4.33091 0.89158 -0.130 0.291 0.043
H 2.99892 -2.13523 -1.34378 -0.020 -0.080 -0.002
H 2.80957 -2.95344 0.21441 0.011 -0.004 0.055
H 3.99723 -1.65110 0.01225 0.036 -0.111 0.102
H 1.36672 -0.64113 -0.72082 -0.045 0.083 0.017
H 2.38727 -0.07603 0.58543 0.019 0.025 -0.001
H -1.12295 0.19130 -0.36680 -0.068 0.200 0.333
H -2.49252 -1.04821 0.86528 0.099 0.168 0.203
H -1.99285 -1.36120 -2.24933 -0.181 0.006 -0.046
H -0.16563 -5.61533 -1.19571 0.047 -0.050 0.082
H -0.43462 -3.93010 -1.71681 -0.081 -0.064 -0.034
H 1.19652 -4.47962 -1.27540 0.017 -0.103 -0.037
H -2.18999 -5.37566 1.09716 -0.021 -0.042 -0.090
H -2.52585 -3.95468 0.03757 0.016 -0.091 -0.069
H -2.25726 -3.75218 1.77065 -0.086 -0.093 0.034
C 0.58774 5.12539 1.42292 0.048 -0.088 -0.007
C -0.85705 4.64723 1.30503 -0.294 0.085 0.296
O -1.31132 4.40668 -0.00377 0.473 0.135 -0.276
C -1.02183 3.08683 -0.57080 -0.206 -0.172 -0.009
O -1.24144 2.07094 0.20694 0.042 -0.117 0.064
C 0.43095 3.04186 -1.13458 0.020 0.219 -0.128
F 0.84288 4.19116 -1.72794 0.000 0.002 -0.009
F 0.49925 2.09074 -2.10398 0.000 -0.081 -0.027
F 1.38812 2.71672 -0.24420 0.032 -0.080 0.055
H 0.81286 5.85098 0.63932 -0.019 0.039 0.022
H 0.73897 5.60041 2.39656 -0.028 0.027 -0.005
H 1.29960 4.30682 1.34386 -0.017 0.022 -0.031
H -1.50616 5.44560 1.68191 -0.020 -0.031 0.003
H -1.03252 3.76689 1.93218 0.087 -0.056 -0.076
H -1.62558 3.15158 -1.50946 -0.032 -0.004 0.082

32
Properties=species:S:1:pos:R:3:forces:R:3 method="wB97M-V/def2-TZVPD" energy_ev=-45468.103 homo_energy_ev="-12.38 / -12.38" total_charge=+1 lumo_ev="-6.3 / -6.3" orbital_gap_ev="6.1238 / 6.1259"
Ru 0.26233 0.70179 0.20483 -0.979 -0.546 1.549
S 2.13613 0.99886 1.37353 0.007 -0.021 -0.629
C 1.92973 2.72379 1.12297 0.123 0.368 0.077
S 0.44205 2.93299 0.20976 0.514 -0.080 -0.196
C 2.82984 3.68286 1.42577 -0.198 -0.043 0.105
C 4.05395 3.35804 2.10151 0.115 -0.030 0.027
N 5.03882 3.08042 2.62648 -0.224 0.034 -0.091
C 2.57365 5.05222 1.07531 0.005 0.060 -0.077
N 2.34616 6.13536 0.76252 0.009 -0.216 0.080
N -1.12880 0.78857 -1.33525 -0.114 -0.021 -0.182
C -1.88511 0.12003 -0.31911 0.236 0.264 -0.394
C -2.93828 0.75589 0.36517 0.107 0.004 -0.049
C -3.66190 0.02656 1.27223 -0.045 -0.063 0.090
C -3.35368 -1.32486 1.48985 -0.032 0.015 0.013
C -2.29995 -1.94436 0.84408 -0.011 -0.005 0.076
C -1.52908 -1.23136 -0.06963 0.194 0.196 -0.076
C -0.31200 -1.76504 -0.72809 0.085 0.005 -0.021
C -0.21333 -3.06716 -1.22001 0.052 -0.083 0.165
C 0.98184 -3.50042 -1.76815 0.008 0.050 -0.003
C 2.09122 -2.65518 -1.81533 -0.082 -0.046 0.005
C 2.01161 -1.35768 -1.33134 -0.143 -0.001 0.090
C 0.81442 -0.91785 -0.78122 0.294 0.110 -0.612
H -1.49613 1.69502 -1.60707 0.017 0.025 0.031
H -0.92462 0.22497 -2.15803 -0.009 -0.080 0.043
H -3.16972 1.79439 0.15975 -0.008 -0.024 -0.007
H -4.47409 0.48992 1.81577 0.026 -0.019 -0.011
H -3.94127 -1.88930 2.20255 0.009 0.010 -0.013
H -2.04671 -2.97335 1.06548 -0.005 0.036 0.000
H -1.07714 -3.72245 -1.19040 0.046 0.021 0.007
H 1.05299 -4.50030 -2.17523 -0.006 0.017 0.014
H 3.01870 -3.01157 -2.24550 -0.024 0.015 0.025
H 2.86835 -0.70079 -1.37320 0.032 0.049 -0.034